# 1
Formula: C23H43FIN2O11
Source: the OMol25 dataset
Level of theory: ωB97M-V with the def2-TZVPD basis set

Last column: Löwdin charge in e.
Geometry (Å):
C (2.669, 4.099, 1.944)  -0.0395
C (2.000, 2.685, 2.536)  -0.1975
F (0.572, 2.984, 2.763)  -0.0722
C (2.336, 1.529, 1.443)  -0.1186
N (1.282, 0.662, 0.826)  -0.0207
C (-0.222, 0.670, 0.773)  -0.1011
C (-0.741, 1.479, -0.561)  -0.6153
O (-1.069, 2.777, -0.551)  -0.0959
I (-0.902, 0.444, -2.522)  0.8369
C (1.897, -0.346, 0.096)  0.1418
C (3.560, -0.226, 0.237)  -0.1518
O (3.917, -1.683, 0.200)  -0.0703
C (3.625, 0.506, 1.740)  -0.2959
C (3.397, -0.661, 2.868)  -0.0019
C (4.749, -1.451, 3.344)  -0.2501
O (4.665, -2.174, 4.492)  -0.0084
O (6.052, -1.470, 2.664)  0.0293
N (4.950, 1.230, 1.645)  0.1085
C (5.286, 1.864, 2.817)  0.0025
O (5.438, 2.190, 4.130)  0.0621
H (2.233, 4.255, 0.844)  0.1125
H (2.377, 4.966, 2.675)  0.1101
H (3.836, 4.041, 1.838)  0.0874
H (2.502, 2.397, 3.562)  0.1567
H (2.759, 2.144, 0.511)  0.1692
H (-0.570, -0.460, 0.631)  0.1299
H (-0.751, 1.026, 1.777)  0.1706
H (1.264, -1.138, -0.512)  0.1744
H (3.935, 0.418, -0.682)  0.1867
H (3.981, -1.992, -0.765)  0.1319
H (2.609, -1.484, 2.540)  0.1580
H (2.934, -0.168, 3.850)  0.1583
H (5.992, -1.193, 1.703)  0.1058
C (-5.444, -3.858, 0.197)  -0.1038
O (-4.412, -4.788, 0.513)  -0.1902
C (-3.339, -4.747, -0.433)  -0.1885
C (-2.151, -3.945, 0.107)  -0.1922
O (-2.482, -2.561, 0.255)  -0.2263
C (-2.775, -2.218, 1.606)  -0.1106
H (-6.085, -3.748, 1.075)  0.0934
H (-5.046, -2.876, -0.065)  0.0806
H (-6.046, -4.245, -0.631)  0.0914
H (-3.681, -4.347, -1.394)  0.1268
H (-3.019, -5.781, -0.595)  0.1270
H (-1.332, -4.001, -0.618)  0.1184
H (-1.789, -4.364, 1.054)  0.1275
H (-1.845, -2.146, 2.176)  0.0782
H (-3.442, -2.943, 2.079)  0.0941
H (-3.265, -1.241, 1.613)  0.0819
C (2.677, -1.958, -6.698)  -0.1000
O (3.214, -0.690, -6.335)  -0.1844
C (2.532, -0.114, -5.216)  -0.1951
C (3.326, -0.307, -3.920)  -0.2041
O (3.400, -1.690, -3.557)  -0.2224
C (4.652, -2.272, -3.904)  -0.1005
H (3.390, -2.453, -7.362)  0.0960
H (2.514, -2.599, -5.829)  0.0812
H (1.735, -1.820, -7.236)  0.0919
H (1.519, -0.524, -5.123)  0.1101
H (2.442, 0.958, -5.416)  0.1287
H (2.802, 0.208, -3.108)  0.0903
H (4.328, 0.129, -4.003)  0.1306
H (5.416, -1.953, -3.190)  0.0843
H (4.962, -2.006, -4.919)  0.0929
H (4.552, -3.359, -3.846)  0.0969
C (-4.433, 2.797, -0.264)  -0.0970
O (-4.944, 1.910, 0.726)  -0.1941
C (-4.358, 2.139, 2.011)  -0.2001
C (-5.293, 2.951, 2.914)  -0.1899
O (-5.470, 4.281, 2.416)  -0.1928
C (-6.704, 4.438, 1.724)  -0.1056
H (-5.094, 2.757, -1.133)  0.0964
H (-4.392, 3.829, 0.091)  0.0913
H (-3.433, 2.473, -0.568)  0.0494
H (-3.381, 2.627, 1.914)  0.1173
H (-4.198, 1.156, 2.467)  0.1099
H (-4.834, 3.039, 3.905)  0.1240
H (-6.259, 2.447, 3.036)  0.1283
H (-7.523, 4.505, 2.445)  0.0895
H (-6.892, 3.616, 1.027)  0.0837
H (-6.661, 5.370, 1.156)  0.0919

Calculated values
HOMO level (Eh): -0.407
E (eV): -60848.4318
Charge: +1
Orbital gap (eV): 5.737
LUMO level (eV): -5.34

# 2
Formula: C9H20N6O2
Source: the OMol25 dataset
Level of theory: ωB97M-V with the def2-TZVPD basis set

Last column: Löwdin charge in e.
Geometry (Å):
C (1.526, -2.381, -1.003)  -0.0548
C (0.870, -1.057, -1.093)  -0.2965
C (-0.454, -0.925, -0.884)  0.0719
C (-1.177, 0.339, -0.920)  -0.4389
O (-0.578, 1.404, -0.920)  0.0363
N (-2.577, 0.373, -0.956)  -0.1479
C (-3.226, 1.666, -0.987)  -0.0519
C (-3.444, -0.807, -0.979)  -0.0483
N (1.692, 0.018, -1.352)  0.1200
N (2.869, -0.175, -1.656)  0.0999
C (3.684, 0.924, -1.813)  -0.5940
N (4.855, 0.752, -2.492)  0.1682
O (3.363, 2.004, -1.360)  0.0647
H (0.803, -3.196, -0.964)  0.0796
H (2.170, -2.538, -1.867)  0.0727
H (2.149, -2.428, -0.110)  0.0809
H (-1.010, -1.811, -0.648)  0.0956
H (-2.467, 2.447, -0.997)  0.0846
H (-3.836, 1.756, -1.883)  0.0873
H (-3.853, 1.791, -0.107)  0.0861
H (-2.887, -1.737, -1.015)  0.0681
H (-4.073, -0.811, -0.092)  0.0849
H (-4.090, -0.765, -1.852)  0.0850
H (5.127, -0.135, -2.880)  0.0937
H (5.458, 1.532, -2.680)  0.1065
C (-1.351, 0.606, 2.811)  -0.1041
N (-0.034, 0.329, 2.234)  -0.3545
C (0.593, -0.825, 2.877)  -0.1063
N (0.800, 1.506, 2.232)  0.0510
H (-1.999, -0.263, 2.709)  0.0760
H (-1.252, 0.858, 3.865)  0.0713
H (-1.812, 1.445, 2.295)  0.0712
H (-0.035, -1.707, 2.768)  0.0769
H (1.560, -1.023, 2.420)  0.0684
H (0.745, -0.623, 3.935)  0.0704
H (1.601, 1.267, 1.667)  0.0628
H (0.292, 2.191, 1.696)  0.0629

Calculated values
HOMO level (Eh): -0.267
E (eV): -22689.9282
Orbital gap (eV): 6.266
LUMO level (eV): -1.01
SMILES: CC(=C/C(=O)N(C)C)/N=N/C(N)=O.CN(C)N
Relative energy (zero: lowest compared OMol25 entry of this formula, charge and spin) (kJ/mol): 0.00

# 3
Formula: C2H3FNOP
Source: the OMol25 dataset
Level of theory: ωB97M-V with the def2-TZVPD basis set

Last column: Löwdin charge in e.
Geometry (Å):
C (0.437, 0.208, 0.867)  -0.2052
C (-0.786, 0.588, 0.088)  -0.3362
N (1.375, -0.379, 0.263)  -0.1497
O (-0.606, 0.267, -1.239)  -0.3370
F (0.581, -2.176, -1.228)  -0.3133
P (1.118, -0.650, -1.383)  0.9822
H (0.507, 0.446, 1.920)  0.1104
H (-1.645, 0.037, 0.504)  0.1268
H (-0.981, 1.660, 0.208)  0.1220

Calculated values
HOMO level (Eh): -0.379
E (eV): -17666.8619
Orbital gap (eV): 10.715
LUMO level (eV): 0.41
SMILES: FP1N=CCO1
Relative energy (zero: lowest compared OMol25 entry of this formula, charge and spin) (kJ/mol): 21.11